# 1
{
  "formula": "C17H40As2F18N5O11S2",
  "method": "ωB97M-V/def2-TZVPD",
  "symbols": ["C", "C", "O", "N", "H", "H", "C", "H", "H", "H", "H", "H", "H", "C", "C", "O", "N", "H", "H", "C", "H", "H", "H", "H", "H", "H", "C", "C", "O", "N", "H", "H", "C", "H", "H", "H", "H", "H", "H", "C", "C", "O", "N", "H", "H", "C", "H", "H", "H", "H", "H", "H", "C", "C", "O", "N", "H", "H", "C", "H", "H", "H", "H", "H", "H", "C", "F", "F", "F", "S", "O", "O", "O", "C", "F", "F", "F", "S", "O", "O", "O", "As", "F", "F", "F", "F", "F", "F", "As", "F", "F", "F", "F", "F", "F"],
  "xyz": [[0.58605, 1.03608, 0.72296], [0.70911, 0.23511, 2.00071], [1.58430, 0.52007, 2.84567], [0.06885, -0.95717, 2.11119], [-0.80578, -0.91492, 1.63063], [0.85078, -2.00606, 0.72279], [0.08280, -1.60692, 3.37010], [1.61735, 1.14073, 0.39279], [0.10167, 1.98229, 0.82742], [0.00151, 0.48070, -0.07043], [1.14903, -1.87905, 3.67355], [-0.54138, -2.49475, 3.35656], [-0.29899, -0.82741, 4.02559], [4.59301, 1.48371, 2.80363], [3.95618, 2.75415, 3.31570], [4.49901, 3.54918, 4.02428], [2.56551, 2.95287, 2.83052], [2.54633, 3.40543, 1.90061], [2.18867, 1.91660, 2.75830], [1.77748, 3.71528, 3.86777], [5.64043, 1.75347, 2.78905], [4.11518, 1.16390, 1.91153], [4.42351, 0.84003, 3.63462], [0.79652, 3.91645, 3.43763], [2.35085, 4.62027, 4.13410], [1.62605, 3.13632, 4.77736], [2.12927, 0.16911, -4.51679], [2.98925, 1.02789, -5.38309], [3.10591, 1.21028, -6.49394], [3.76253, 1.96163, -4.44972], [3.84214, 2.84937, -4.83610], [3.25002, 1.90724, -3.56185], [5.16222, 1.44720, -4.13482], [2.53015, -0.08515, -3.55670], [1.56634, -0.70052, -4.93111], [1.37371, 0.87088, -4.19834], [5.73546, 2.25534, -3.59564], [5.66764, 1.21140, -5.01177], [5.05279, 0.55937, -3.51414], [-4.50484, 1.99739, -0.48883], [-5.46719, 1.65635, 0.60899], [-6.44536, 2.26753, 0.86391], [-5.00076, 0.56581, 1.54464], [-4.15156, 0.07446, 1.21919], [-4.85822, 0.99674, 2.45307], [-6.10459, -0.46657, 1.68354], [-5.14270, 2.54988, -1.21803], [-4.10617, 1.04619, -0.93727], [-3.68291, 2.63873, -0.12486], [-5.77522, -1.18531, 2.45786], [-6.20758, -1.02365, 0.77327], [-7.05944, 0.07601, 1.94005], [-3.99248, -3.61821, -4.29158], [-2.64748, -3.22871, -3.80334], [-2.01751, -2.29921, -4.17231], [-2.05116, -4.20940, -2.86804], [-2.65850, -4.11581, -1.91531], [-2.28606, -5.11172, -3.28341], [-0.59287, -4.24034, -2.49208], [-4.02227, -3.56404, -5.36978], [-4.69982, -2.82609, -4.04312], [-4.40754, -4.53961, -3.89695], [-0.51787, -5.10311, -1.82490], [-0.35810, -3.35305, -1.85445], [0.05511, -4.18802, -3.36712], [3.89384, -3.14181, -0.59224], [3.61105, -3.90700, -1.57919], [4.07302, -3.87659, 0.50645], [5.07252, -2.39264, -0.80469], [2.73664, -1.77808, -0.31469], [2.55532, -1.08290, -1.58128], [1.40274, -2.54629, 0.01314], [3.24042, -1.07016, 0.86913], [-3.34858, -2.83044, 1.64317], [-4.52946, -3.47138, 1.83886], [-3.42489, -1.66067, 2.27613], [-2.44217, -3.54880, 2.21378], [-3.03076, -2.40400, -0.10998], [-1.56611, -2.23370, -0.23672], [-3.52218, -3.56139, -0.86792], [-3.95044, -1.32612, -0.32363], [3.42027, 3.33270, -1.00841], [4.87926, 3.20613, -1.95141], [3.34050, 5.01213, -1.24542], [2.11807, 3.37966, 0.04824], [3.48295, 1.61755, -0.79691], [4.46236, 3.52695, 0.40151], [2.40677, 3.04033, -2.44362], [-2.60743, 1.79593, 3.88916], [-4.37524, 1.52973, 3.78731], [-2.79729, 3.24249, 2.96857], [-0.88346, 1.77903, 3.74952], [-2.50018, 0.34443, 4.74388], [-2.55224, 0.85972, 2.39142], [-2.81365, 2.76852, 5.31209]],
  "homo_lumo_gap_ev": 10.546,
  "multiplicity": 1,
  "lumo_ha": -0.0869,
  "homo_energy_ev": -12.9,
  "largest_force_ha_per_bohr": 0.104,
  "charge": 1
}

---

# 2
{
  "formula": "C17H40Cl2O16S5",
  "method": "ωB97M-V/def2-TZVPD",
  "symbols": ["C", "C", "C", "Cl", "C", "O", "S", "O", "O", "O", "C", "Cl", "H", "H", "H", "H", "H", "H", "H", "H", "O", "S", "O", "O", "C", "C", "C", "H", "H", "H", "H", "H", "H", "H", "H", "O", "S", "O", "O", "C", "C", "C", "H", "H", "H", "H", "H", "H", "H", "H", "O", "S", "O", "O", "C", "C", "C", "H", "H", "H", "H", "H", "H", "H", "H", "O", "S", "O", "O", "C", "C", "C", "H", "H", "H", "H", "H", "H", "H", "H"],
  "xyz": [[5.97377, -2.99467, -2.13622], [4.87708, -1.76146, -2.38930], [4.00730, -1.38410, -1.05249], [4.85542, -2.01360, 0.51138], [2.48060, -1.97836, -1.02128], [2.59776, -3.37875, -0.58635], [2.14035, -4.35186, -1.95312], [1.06045, -5.46733, -1.68439], [3.27955, -5.14934, -2.67396], [1.75174, -3.16198, -3.15591], [1.54196, -1.93403, -2.36443], [-0.15851, -2.29234, -1.61923], [5.46556, -3.96644, -1.71750], [6.46754, -3.19625, -3.19821], [6.84756, -2.67552, -1.40955], [5.55313, -0.80634, -2.62656], [4.22680, -1.93200, -3.35668], [3.98349, -0.20031, -0.92462], [1.93229, -1.19999, -0.31850], [1.32293, -0.91946, -2.90477], [-2.10699, 1.36511, 2.66981], [-2.49215, 0.41856, 1.64356], [-2.24512, 0.66705, 0.23886], [-4.06324, 0.03267, 1.84034], [-5.02230, 1.07950, 1.88543], [-5.31184, 1.62408, 0.49923], [-1.81812, -1.17058, 2.05623], [-4.69747, 1.87492, 2.56394], [-5.93999, 0.65399, 2.30195], [-4.43880, 2.13914, 0.08760], [-6.14065, 2.33682, 0.52984], [-5.56495, 0.81324, -0.19134], [-2.03968, -1.38828, 3.10288], [-0.73780, -1.12926, 1.90264], [-2.25859, -1.92283, 1.39999], [4.51122, 1.72427, 1.37893], [4.80583, 2.99734, 2.00342], [5.87422, 3.85367, 1.53311], [4.98002, 2.77341, 3.60824], [5.91695, 1.80821, 4.06458], [7.33890, 2.32799, 3.96529], [3.31265, 3.95427, 2.07189], [5.80042, 0.86583, 3.51966], [5.68190, 1.60622, 5.11369], [7.64031, 2.45509, 2.92130], [8.03828, 1.63142, 4.43593], [7.42966, 3.30540, 4.44990], [2.50995, 3.33014, 2.46952], [3.07020, 4.27470, 1.05654], [3.47980, 4.82564, 2.70696], [2.30920, 0.83913, -4.21489], [3.01015, 1.57249, -5.24849], [4.17070, 2.38780, -4.95805], [1.93576, 2.46738, -6.08562], [1.09366, 3.36361, -5.37475], [1.84283, 4.61703, -4.96287], [3.43102, 0.44787, -6.55543], [0.64285, 2.86859, -4.50854], [0.27843, 3.63928, -6.05010], [2.60906, 4.39079, -4.21545], [1.15763, 5.35217, -4.53169], [2.35124, 5.06550, -5.82241], [2.54856, -0.14061, -6.81413], [4.22581, -0.20778, -6.19372], [3.78340, 1.02034, -7.41487], [-8.09640, -0.82380, 4.72049], [-7.81950, -1.68389, 3.58865], [-7.90443, -1.20757, 2.22414], [-8.70652, -3.04410, 3.72632], [-10.11343, -2.92795, 3.88385], [-10.79177, -2.59824, 2.56737], [-6.22652, -2.43123, 3.82082], [-10.35844, -2.18770, 4.65234], [-10.47575, -3.89649, 4.24072], [-10.52213, -1.59464, 2.22531], [-11.87948, -2.63773, 2.67304], [-10.48432, -3.30032, 1.78573], [-6.16910, -2.83526, 4.83345], [-5.46764, -1.65840, 3.68213], [-6.09425, -3.21985, 3.07846]],
  "homo_lumo_gap_ev": 10.134,
  "multiplicity": 1,
  "lumo_ha": -0.0172,
  "smiles": "CC[C@H](Cl)[C@@H]1OS(=O)(=O)O[C@H]1Cl.CCOS(C)(=O)=O.CCOS(C)(=O)=O.CCOS(C)(=O)=O.CCOS(C)(=O)=O",
  "homo_energy_ev": -10.6,
  "largest_force_ha_per_bohr": 0.171,
  "charge": 0
}

---

# 3
{
  "formula": "C17H40ClGaO6P",
  "method": "ωB97M-V/def2-TZVPD",
  "symbols": ["C", "O", "C", "C", "C", "C", "C", "Ga", "C", "C", "O", "C", "C", "C", "Cl", "H", "H", "H", "H", "H", "H", "H", "H", "H", "H", "H", "H", "H", "H", "H", "H", "H", "H", "H", "H", "H", "H", "H", "H", "H", "O", "P", "O", "C", "C", "O", "C", "C", "O", "C", "C", "H", "H", "H", "H", "H", "H", "H", "H", "H", "H", "H", "H", "H", "H", "H"],
  "xyz": [[3.23618, 2.10794, -1.89766], [2.07857, 1.36491, -2.22554], [2.41232, 0.04099, -2.64538], [2.45265, -0.02766, -4.16473], [1.07829, 0.13276, -4.85353], [-0.14295, -0.34496, -4.06036], [-1.46646, 0.19151, -4.65058], [-3.02788, 0.07816, -3.33332], [-3.57978, 1.99229, -2.83451], [-4.71865, 2.07010, -1.82493], [-4.28566, 1.77466, -0.49090], [-2.57859, -1.11539, -1.71846], [-3.61646, -2.23807, -1.50551], [-4.89309, -1.67322, -0.91237], [-6.34077, -2.69619, -1.28802], [3.05658, 3.14162, -2.19986], [4.11438, 1.76039, -2.44873], [3.42695, 2.07872, -0.81917], [3.39873, -0.23905, -2.25469], [1.70501, -0.68234, -2.23926], [3.08782, 0.80443, -4.49322], [2.98347, -0.93294, -4.47411], [1.11093, -0.47074, -5.76786], [0.92415, 1.15780, -5.19336], [-0.19853, -1.43794, -4.10041], [-0.11342, 0.00346, -3.02673], [-1.29996, 1.26509, -4.82483], [-1.66781, -0.24649, -5.63327], [-4.30788, -0.60819, -4.07532], [-3.94750, 2.46093, -3.75303], [-2.70980, 2.54232, -2.45390], [-5.52618, 1.38273, -2.10586], [-5.13928, 3.08503, -1.82047], [-3.38799, 1.44426, -0.58368], [-2.50660, -0.56968, -0.76676], [-1.60981, -1.59699, -1.89166], [-3.85239, -2.73255, -2.44916], [-3.19223, -2.98277, -0.82172], [-4.83735, -1.64199, 0.17329], [-5.11691, -0.68244, -1.29570], [1.18897, -1.98453, 3.74335], [1.67392, -0.60364, 3.79049], [2.35267, -0.08230, 2.46639], [1.60482, -0.05031, 1.22748], [0.63196, 1.10852, 1.18893], [2.97262, -0.56391, 4.75634], [3.35907, -1.70431, 5.51739], [4.44969, -2.48727, 4.81562], [0.93769, 0.68406, 4.33066], [0.25216, 0.64477, 5.60052], [1.16415, 1.05343, 6.74248], [1.08713, -1.00011, 1.08064], [2.33768, 0.05851, 0.42994], [-0.16822, 0.96982, 1.91720], [0.18372, 1.19266, 0.19873], [1.13671, 2.04445, 1.43117], [2.49896, -2.34089, 5.72745], [3.72745, -1.32615, 6.47462], [4.16562, -2.70135, 3.78546], [4.64030, -3.42964, 5.33171], [5.37700, -1.91286, 4.78979], [-0.17678, -0.34564, 5.76534], [-0.57312, 1.34821, 5.50858], [1.75227, 0.21298, 7.10842], [0.56687, 1.42379, 7.57672], [1.85459, 1.83120, 6.41987]],
  "homo_lumo_gap_ev": 7.020,
  "multiplicity": 1,
  "lumo_ha": 0.0851,
  "homo_energy_ev": -4.7,
  "largest_force_ha_per_bohr": 0.065,
  "charge": -1
}